[1]
{
  "formula": "C35H29BCl76FN2O5S2",
  "method": "the ωB97M-V functional and the def2-TZVPD basis",
  "elements": ["Cl", "Cl", "Cl", "Cl", "Cl", "Cl", "Cl", "Cl", "Cl", "Cl", "Cl", "Cl", "Cl", "Cl", "Cl", "Cl", "Cl", "Cl", "Cl", "Cl", "Cl", "Cl", "Cl", "Cl", "Cl", "Cl", "Cl", "Cl", "Cl", "Cl", "Cl", "Cl", "Cl", "Cl", "Cl", "Cl", "Cl", "Cl", "Cl", "Cl", "Cl", "Cl", "Cl", "Cl", "Cl", "Cl", "Cl", "Cl", "Cl", "Cl", "Cl", "Cl", "Cl", "Cl", "Cl", "Cl", "Cl", "Cl", "Cl", "Cl", "Cl", "Cl", "Cl", "Cl", "Cl", "Cl", "Cl", "Cl", "Cl", "Cl", "Cl", "Cl", "Cl", "Cl", "Cl", "Cl", "S", "S", "F", "O", "O", "O", "O", "O", "N", "N", "C", "C", "C", "C", "C", "C", "C", "C", "C", "C", "C", "C", "C", "C", "C", "C", "C", "C", "C", "C", "C", "C", "C", "C", "C", "C", "C", "C", "C", "C", "C", "C", "C", "C", "C", "B", "H", "H", "H", "H", "H", "H", "H", "H", "H", "H", "H", "H", "H", "H", "H", "H", "H", "H", "H", "H", "H", "H", "H", "H", "H", "H", "H", "H", "H"],
  "xyz": [[1.00664, 8.97005, 5.56761], [-2.56417, -1.62980, 10.91814], [-4.95622, 5.86475, 4.54831], [-5.42714, 6.56392, -3.03374], [5.15492, -12.23919, -1.97539], [-2.22692, -0.31685, 7.44994], [-7.72154, -1.76950, 2.53486], [9.17280, 1.34127, -4.44979], [5.49701, -1.12301, -9.01200], [10.98657, -7.87719, -2.08100], [2.59512, -13.14385, -0.96794], [-2.85542, -2.97261, 17.47366], [-14.69688, 5.06136, -9.06088], [-1.54070, 1.07458, 11.03586], [-6.17030, -1.93398, 0.10020], [6.62255, 2.07805, -5.59714], [6.60179, -9.50865, 5.26973], [8.18314, -1.32517, -10.07117], [1.44788, 8.26267, 2.79576], [-12.23645, 3.80373, -9.91299], [-9.47345, 4.71990, 6.90970], [-4.85546, -1.37211, 2.61765], [-11.33166, 7.18601, -8.64147], [7.17916, -3.35600, -8.27055], [-0.66597, -0.89009, 12.97513], [7.02960, -0.59926, -4.57358], [3.36711, -5.44574, -1.28372], [11.69862, -8.11627, -4.87598], [-7.36312, 6.67703, 6.62086], [1.28405, -7.27045, -2.13349], [4.58230, 0.20599, 3.11046], [-6.55803, 0.62471, 1.39324], [0.71661, -5.22689, -0.16257], [12.64095, -5.85832, -3.32956], [4.37167, -11.64160, 0.74422], [-14.35832, 2.20156, -8.77602], [3.88633, -10.13759, 6.04646], [8.36123, 0.23900, -7.00085], [-4.64475, 7.80632, -5.52759], [-0.26319, 0.01372, 5.36586], [-0.63473, 10.14905, 3.49310], [4.44072, -9.16941, 3.37729], [-3.09005, -0.08784, 4.69659], [-10.08541, 7.37011, 5.92160], [8.17647, -8.21703, -1.31706], [4.75000, -2.69004, 3.23856], [5.27899, -11.82907, 4.15577], [9.93847, -0.07378, 3.40726], [8.98414, 0.06016, 6.13838], [-2.20736, -5.17221, 15.70806], [-0.14375, -3.97909, 17.34950], [6.06785, -8.58972, 0.63271], [-2.24241, 4.91716, 4.30502], [6.36202, -6.04674, -0.70406], [0.19271, -1.09177, 10.21825], [8.09996, 2.01889, 4.19756], [2.24156, -1.36005, 3.75844], [-2.01958, 2.21724, 6.06794], [-0.93442, 7.34485, 4.15943], [-6.38644, 5.49374, -5.54392], [-3.46953, 6.37503, 2.10878], [-8.59998, 5.51425, 4.27468], [9.84014, -6.06817, -4.02432], [3.04001, -10.32853, -1.46874], [-11.19716, 4.73381, -7.10940], [5.41966, -8.34830, -2.18915], [7.18210, -0.71624, 4.01152], [-9.50498, 6.97361, -6.40509], [-14.67650, 3.36590, -11.40698], [-1.24684, -2.50908, 15.11021], [4.39459, -1.15402, 5.67649], [2.39366, -7.47490, 0.53812], [6.13279, -3.16410, -10.96220], [-7.37614, 8.04539, -4.58991], [-8.99733, 5.48306, -8.83226], [-4.33965, 3.68979, 2.73167], [-0.02248, -1.86351, 1.20182], [-3.45959, 4.62283, -2.50606], [-0.27483, -0.80633, 2.46380], [1.03595, -2.80438, 1.65606], [-1.23509, -2.60453, 0.81425], [6.55076, 3.22735, -2.78526], [-5.05247, 5.79565, -0.63870], [4.46539, 2.58812, -2.18063], [-5.96416, 3.81996, -1.35499], [-6.79477, 4.38988, -0.43810], [-3.75197, 5.21294, 3.41641], [4.93445, 1.22007, -2.06296], [8.54944, 0.32000, 4.43786], [-13.99125, 3.60810, -9.78974], [-1.14419, -0.63376, 11.28480], [5.52246, 3.46473, -2.22499], [-4.95655, 4.69916, -1.43603], [-3.91456, 3.30898, -3.74639], [-2.84193, -0.29904, -1.88881], [3.79120, -11.83450, -0.91574], [-5.95784, 6.97664, -4.67228], [-1.89660, 0.45851, 5.88681], [2.63734, 0.92614, -0.78390], [-0.48923, -0.00195, -0.95727], [1.33395, -2.02750, -1.34811], [-8.87961, 6.07060, 5.92943], [1.95447, -0.02245, 0.26683], [7.79547, 0.76625, -5.40431], [-1.31099, -0.67432, -2.13074], [-6.32367, -1.11267, 1.66041], [3.99193, -1.24978, 3.94629], [1.93713, -6.35118, -0.75894], [-10.25810, 6.09445, -7.74560], [-1.61317, -3.65810, 16.41032], [6.74715, -2.24208, -9.57820], [11.29142, -6.97951, -3.57820], [5.33433, 4.86040, -1.54485], [0.22097, 8.68089, 4.00406], [5.05150, -10.16075, 4.71214], [-2.73440, 2.24653, -3.69909], [-3.68167, -0.20014, -3.21236], [3.79367, 0.21781, -1.61981], [6.50388, -7.80307, -0.89245], [-6.27742, 5.54586, -0.00630], [-3.15053, 0.84112, -4.26831], [0.70722, -0.92074, -0.32601], [5.22696, 0.90660, -3.10243], [-4.89650, 2.83242, -3.48450], [1.31889, -1.73201, -2.42567], [1.93756, 1.44737, -1.47788], [2.35340, -2.38719, -1.02924], [-4.03703, 3.76346, -4.75648], [-3.75158, -1.18896, -3.74780], [0.68251, -2.94399, -1.27736], [-0.16104, 1.01614, -1.29222], [-2.31426, 0.46244, -4.90256], [-3.27047, -1.14598, -1.29372], [-6.70365, 6.26765, 0.71555], [3.16096, 1.73933, -0.19908], [-4.00944, 1.03310, -4.97800], [-1.92004, 2.68110, -4.34748], [4.22190, -0.59066, -0.96879], [5.77582, 4.89276, -0.52087], [-1.23261, 0.18393, -0.12272], [1.57381, 0.53471, 1.16909], [-1.26580, -1.78625, -2.15107], [-1.00718, -0.21176, -3.11190], [2.75015, -0.72640, 0.65491], [5.84041, 1.15242, -1.40109], [5.73420, 5.69158, -2.17708], [4.22831, 5.01725, -1.41639], [3.33222, -0.21404, -2.54657], [-2.32556, 2.23591, -2.66340], [-4.72603, 0.10235, -2.92722], [-2.94884, 0.63162, -1.27838]],
  "forces_ev_per_a": [[-0.06, -0.01, -0.13], [0.15, 0.10, 0.05], [0.17, -0.08, -0.24], [-1.47, 1.95, -1.90], [-0.09, 0.03, 0.09], [-0.07, 0.05, -0.04], [0.07, 0.06, -0.05], [-0.14, -0.07, -0.09], [0.14, -0.13, -0.07], [0.59, 0.10, -0.24], [0.09, 0.06, -0.01], [0.11, -0.07, -0.08], [0.06, -0.13, -0.06], [0.03, -0.18, 0.04], [0.01, 0.09, 0.15], [0.14, -0.26, -0.16], [-0.14, -0.07, -0.06], [-0.10, -0.09, -0.02], [-0.12, 0.04, 0.12], [-0.34, -0.19, -0.44], [0.06, 0.14, -0.08], [-0.29, -0.13, -0.37], [0.08, -0.09, 0.04], [-0.03, 0.12, -0.14], [0.19, 0.56, -0.73], [0.11, 0.06, -0.14], [-0.50, -0.12, -0.03], [-0.03, 0.09, 0.12], [-0.19, -0.01, 0.00], [0.12, -0.07, 0.03], [-0.88, 0.03, -0.14], [0.01, -0.13, 0.00], [0.23, -0.52, 0.03], [-0.12, -0.11, -0.02], [-0.10, -0.09, -0.13], [0.03, 0.13, -0.08], [0.11, -0.01, -0.13], [-0.02, 0.02, 0.13], [-0.13, -0.07, 0.06], [-0.35, 0.20, 0.15], [0.07, -0.09, 0.04], [0.02, -0.11, 0.23], [0.30, 0.23, 0.29], [0.11, -0.09, 0.01], [-0.61, 0.07, 0.11], [-0.05, 0.11, 0.04], [-0.01, 0.12, 0.04], [-0.08, 0.06, 0.09], [-0.01, 0.05, -0.11], [0.06, 0.16, 0.06], [-0.13, 0.02, -0.07], [0.08, 0.12, -0.25], [-0.59, -0.50, -0.25], [0.49, -0.26, 0.06], [-0.17, 0.05, 0.16], [0.04, -0.12, 0.02], [0.71, 0.10, 0.21], [0.01, -0.24, 0.05], [0.75, 0.84, 0.01], [0.04, 0.14, 0.09], [-0.05, -0.13, 0.16], [-0.03, 0.04, 0.12], [0.15, -0.11, 0.06], [-0.15, -0.47, 0.19], [0.26, 0.26, 0.38], [0.41, 0.25, 0.18], [1.37, -0.01, 0.24], [-0.28, -0.28, -0.46], [0.03, 0.02, 0.14], [-0.32, -0.71, 0.68], [-0.06, -0.02, -0.02], [0.03, 0.02, -0.08], [0.07, 0.08, 0.10], [0.33, 0.14, 0.21], [-0.11, 0.04, 0.08], [0.07, 0.18, 0.08], [1.49, -3.77, -1.47], [-1.00, -1.12, 1.18], [-0.39, -0.77, -0.68], [-1.64, 1.72, 0.23], [0.36, 1.57, 1.27], [0.57, -0.53, 0.02], [-1.39, -1.52, 0.58], [1.12, 0.79, 1.19], [2.41, 2.48, 0.15], [-0.07, 2.67, 1.78], [-0.07, -0.14, 0.05], [-0.11, -1.76, -1.14], [-0.14, -0.21, -0.04], [0.08, 0.02, -0.02], [0.04, 0.04, -0.20], [-0.49, 1.28, 0.18], [1.07, -2.16, -0.98], [0.03, -0.93, 0.43], [0.08, -0.97, -0.87], [-0.08, 0.13, -0.09], [0.03, 0.05, 0.21], [0.20, -0.21, -0.03], [1.17, 0.18, 0.83], [-0.90, -0.46, 0.23], [-0.61, -1.66, 0.41], [-0.03, -0.06, -0.02], [-0.07, -0.10, 0.42], [-0.07, 0.14, 0.08], [-1.21, 1.50, 0.59], [0.13, 0.04, 0.02], [-0.57, 0.16, -0.02], [-0.33, 0.49, 0.13], [-0.12, 0.05, 0.14], [0.06, 0.05, 0.05], [-0.07, 0.02, 0.11], [-0.07, 0.05, -0.03], [-1.74, -0.37, -0.13], [-0.08, 0.00, 0.00], [-0.04, 0.09, 0.01], [-0.04, 0.67, -0.68], [0.06, 0.39, 0.04], [-0.83, 0.96, 0.16], [-0.09, 0.05, -0.08], [-0.48, -2.10, -1.22], [-0.57, 0.57, -0.14], [1.35, 1.95, -1.01], [0.12, 0.31, 1.12], [0.91, 0.57, 0.09], [0.14, 0.02, 0.82], [0.37, -0.49, 0.54], [-0.86, 0.46, -0.44], [0.24, -0.18, 0.80], [0.08, 0.81, 0.67], [0.64, 0.74, -0.48], [-0.11, -0.80, 0.27], [-0.59, 0.01, 0.69], [0.22, 0.84, -0.22], [0.58, -0.68, -0.69], [-0.58, -0.60, -0.57], [0.87, -0.24, 0.46], [-0.63, -0.51, 0.65], [-0.23, 0.66, -0.84], [-0.12, -0.23, -0.90], [0.66, 0.03, -0.78], [0.59, 0.00, -0.82], [0.34, 0.83, -0.11], [-0.04, -0.79, 0.81], [-0.69, 0.69, -0.24], [-0.93, 0.31, -0.52], [-0.11, -0.98, 0.52], [0.99, 0.01, -0.03], [0.55, 0.09, 0.91], [-0.36, -0.35, -0.76], [0.76, -0.32, -0.30], [0.11, -0.67, -0.59]],
  "mulliken_charge": [-0.114, -0.107, -0.001, 0.071, -0.092, -0.015, -0.123, -0.102, -0.062, -0.104, -0.112, -0.102, -0.087, -0.082, -0.083, -0.088, -0.105, -0.098, -0.101, -0.041, -0.094, 0.011, -0.083, -0.055, -0.102, -0.102, -0.038, -0.101, -0.106, -0.126, -0.061, -0.068, -0.007, -0.100, 0.010, -0.098, -0.097, -0.045, -0.112, -0.047, -0.121, 0.002, 0.010, -0.101, -0.013, -0.062, -0.111, -0.112, -0.117, -0.099, -0.104, 0.015, -0.099, -0.056, -0.060, -0.117, 0.066, -0.066, 0.006, -0.125, -0.104, -0.056, -0.060, 0.030, -0.072, -0.082, 0.028, -0.013, -0.106, -0.032, -0.097, -0.024, -0.114, -0.138, -0.093, -0.022, 1.495, -0.118, -0.180, -0.679, -0.722, -0.451, -0.245, -0.245, -0.116, -0.609, 0.257, -0.003, 0.293, 0.329, 0.348, 0.656, 0.474, -0.687, -0.766, 0.159, 0.379, 0.047, -0.310, -0.630, -0.684, 0.349, -0.194, 0.308, 0.037, 0.245, 0.094, 0.176, 0.242, 0.314, 0.318, 0.350, -1.066, 0.281, 0.283, -0.387, -0.954, -0.411, 0.147, -0.056, -0.902, 0.399, -0.176, 0.478, 0.127, 0.052, -0.085, 0.363, 0.300, 0.038, 0.105, 0.436, 0.425, 0.385, 0.372, 0.398, 0.291, 0.217, 0.250, 0.102, 0.187, 0.250, 0.128, -0.142, 0.405, 0.304, 0.309, 0.117, 0.276, 0.370, 0.345],
  "multiplicity": 1,
  "e_lumo_ev": 1.04,
  "homo_lumo_gap_ha": 0.2700,
  "total_charge": -1,
  "homo_ev": -6.309,
  "energy_ev": -1026744.3743
}


[2]
{
  "formula": "C13H13AsCl2IN4ORuS4",
  "method": "the ωB97M-V functional and the def2-TZVPD basis",
  "elements": ["I", "Ru", "As", "Cl", "Cl", "S", "S", "S", "S", "O", "N", "N", "N", "N", "C", "C", "C", "C", "C", "C", "C", "C", "C", "C", "C", "C", "C", "H", "H", "H", "H", "H", "H", "H", "H", "H", "H", "H", "H", "H"],
  "xyz": [[-1.84968, -4.22972, -3.05538], [0.66218, 0.59486, -0.39805], [2.78913, 3.05516, 0.19539], [-3.72885, -0.67860, 1.45923], [-0.58820, 1.60155, -2.25385], [2.52577, 1.48172, -1.42233], [2.98960, 4.98427, -0.55809], [4.31314, 2.37102, 1.50863], [0.71229, 2.59212, 0.87365], [1.55586, -0.36329, 1.13119], [0.09216, -0.06526, 2.85315], [0.83759, -1.31020, -1.44026], [-1.13777, 0.27871, 0.24339], [2.36102, 0.41667, 3.06982], [-3.30273, 1.55660, -2.45011], [-2.19765, 1.20588, -1.71300], [1.09093, -3.90595, -2.37151], [-2.23747, 0.53001, -0.46047], [-0.13618, -3.26847, -2.36588], [2.17042, 1.05957, 4.34850], [-4.67539, 0.49806, -0.77060], [2.18971, -3.21383, -1.89832], [1.33132, 0.02335, 2.33075], [-3.55561, 0.18392, -0.03584], [-0.23112, -1.97290, -1.88953], [2.02854, -1.91765, -1.43936], [-4.55920, 1.19464, -1.97465], [-0.64477, -0.09253, 2.13715], [1.18523, -4.91991, -2.73591], [-5.44608, 1.45196, -2.53664], [3.16863, -3.67163, -1.87892], [2.85327, -1.32724, -1.05901], [1.77528, 0.35810, 5.08669], [-3.18725, 2.09547, -3.38107], [-5.64747, 0.20547, -0.39707], [1.50284, 1.92466, 4.27024], [3.13285, 0.78740, 2.49082], [3.13716, 1.41949, 4.69111], [-0.10369, 0.51356, 3.65357], [-1.17583, -1.44703, -1.85740]],
  "forces_ev_per_a": [[0.00, 0.00, 0.00], [-0.13, -0.65, 0.28], [-0.04, 0.02, 0.00], [0.05, -0.05, 0.08], [0.13, -0.01, -0.03], [-0.33, 0.12, 0.11], [0.00, -0.02, -0.02], [0.03, 0.00, 0.00], [0.03, 0.01, 0.02], [-0.08, -0.13, -0.16], [0.00, -0.08, -0.15], [0.01, -0.19, 0.01], [0.45, 0.86, -0.26], [-0.07, -0.07, -0.04], [-0.18, -0.04, 0.12], [-0.04, -0.16, 0.30], [0.01, -0.09, -0.04], [-0.07, -0.26, -0.10], [-0.10, 0.05, -0.01], [0.01, 0.06, 0.09], [0.12, 0.08, -0.13], [0.10, 0.08, 0.04], [-0.08, 0.13, 0.12], [0.10, 0.05, -0.17], [0.09, 0.11, 0.00], [-0.09, 0.04, -0.04], [-0.04, 0.03, -0.06], [0.09, 0.05, 0.04], [0.00, 0.00, 0.00], [0.00, 0.00, -0.01], [0.00, 0.01, 0.00], [-0.01, -0.02, 0.01], [0.01, -0.01, -0.01], [0.00, 0.00, -0.01], [-0.01, 0.00, 0.00], [0.01, 0.00, -0.02], [0.07, 0.06, 0.03], [0.00, 0.00, 0.00], [0.00, 0.00, -0.03], [-0.02, 0.02, 0.02]],
  "mulliken_charge": [0.090, 0.203, 0.473, -0.245, -0.138, -0.380, -0.527, -0.631, -0.394, -0.621, -0.354, 0.349, -0.317, 0.051, -0.783, 1.313, -0.012, -0.604, -0.552, -0.989, -0.647, -0.950, 0.548, 0.365, 0.096, -0.012, -0.341, 0.246, 0.390, 0.349, 0.393, 0.431, 0.330, 0.412, 0.388, 0.324, -0.011, 0.329, 0.269, 0.158],
  "multiplicity": 1,
  "e_lumo_ev": [1.41, 1.09],
  "homo_lumo_gap_ha": [0.2099, 0.1969],
  "de_lowest_kcal_mol": 0.0,
  "total_charge": -1,
  "homo_ev": [-4.299, -4.271],
  "energy_ev": -161611.3434
}